Formula: F36InP6
Source: the Open Molecules 2025 dataset
Level of theory: ωB97M-V/def2-TZVPD

Computed properties:
- Maximum force: 5.05 eV/A
- Energy relative to the best compared isomer or geometry (same formula, charge and spin): 36.8 kcal per mole
- HOMO-LUMO gap: 5.437 eV
- Charge: -3
- E_HOMO: -5.25 eV
- Spin multiplicity: 1

Cartesian coordinates (Å):
In1 0.185547 -0.044059 -0.034250
P1 3.316747 -1.776309 0.062350
F1 4.369387 -1.977989 1.274620
F2 3.263977 -3.410739 -0.222060
F3 1.963387 -1.990689 0.905760
F4 2.303867 -1.542229 -1.225410
F5 3.180947 -0.182489 0.382310
F6 4.595327 -1.433059 -0.939160
P2 0.936267 3.666301 -0.326640
F7 1.125117 4.173111 -1.898260
F8 1.743837 2.311551 -0.764860
F9 2.375537 4.312741 0.063170
F10 0.790117 2.853241 1.083800
F11 0.113437 4.967141 0.265480
F12 -0.406213 2.849261 -0.757860
P3 -0.043333 0.329291 -3.975380
F13 -0.066823 1.994421 -4.079470
F14 -1.451513 0.446501 -4.859160
F15 0.824847 0.179741 -5.354800
F16 -0.331493 -1.248049 -3.792770
F17 1.281467 0.330311 -2.969760
F18 -0.914943 0.561701 -2.586790
P4 -1.461743 -3.386849 -0.596720
F19 -2.166733 -3.971669 -1.886710
F20 -2.493573 -2.096849 -0.555710
F21 -2.454453 -4.216269 0.347160
F22 -0.709333 -2.760799 0.599820
F23 -0.296663 -4.495179 -0.567080
F24 -0.506283 -2.421379 -1.419220
P5 0.487707 -0.159909 3.895350
F25 1.972797 -0.753039 3.412840
F26 -0.244083 -1.236939 2.959100
F27 0.545597 -1.207889 5.130740
F28 -0.937393 0.342141 4.576910
F29 1.206747 0.986941 4.778720
F30 0.594717 0.940021 2.720700
P6 -3.272553 1.314471 0.937030
F31 -3.971623 -0.065259 1.287910
F32 -2.684133 0.543191 -0.433890
F33 -4.561013 1.628561 0.093770
F34 -2.638173 2.686781 0.477880
F35 -3.714053 2.021231 2.342930
F36 -1.851273 0.939001 1.647600

Atomic forces in eV per Å
In -0.606 0.085 -0.550
P 1.683 -0.713 -1.331
F -1.209 -0.012 -0.396
F 0.853 1.702 -0.104
F -1.030 0.467 1.165
F -0.435 0.482 -0.109
F -0.353 0.156 0.105
F -1.220 -0.916 0.686
P 0.091 -0.354 -0.427
F -0.657 0.404 1.950
F 0.788 -1.881 -0.793
F -0.998 0.097 0.151
F 0.070 1.070 0.791
F 0.947 -1.415 -1.224
F -0.427 0.489 -0.399
P -1.736 1.842 -0.747
F 1.325 -1.347 -0.013
F 0.804 -0.670 0.444
F -0.285 -0.130 1.561
F 1.153 0.713 -0.544
F -0.652 -0.281 -1.220
F -0.212 -0.378 1.642
P -1.986 0.079 -0.178
F 0.293 -0.175 -0.478
F -0.209 -0.786 -0.039
F 0.287 -0.309 0.134
F 1.063 1.919 4.549
F -0.601 -1.066 -0.745
F 1.738 1.692 -2.766
P 1.307 -0.566 2.957
F -1.099 0.548 0.139
F -0.197 0.565 -0.592
F 0.238 -0.329 -0.097
F 0.497 0.029 -1.783
F 0.501 -0.182 0.578
F -1.109 -0.420 -1.960
P -0.223 0.164 -0.481
F 0.473 -0.549 1.405
F 1.499 0.173 0.068
F -1.436 1.161 -0.233
F 0.241 0.451 -0.245
F -0.444 -0.714 -0.789
F 1.273 -1.098 -0.083